[1]
{"formula": "C17H39OP3SY", "method": "wB97M-V/def2-TZVPD", "e_homo_ev": -17.3411, "total_charge": 3, "fmax_ha_per_bohr": 0.059, "energy_ha": -2205.9693, "symbols": ["Y", "P", "P", "P", "H", "C", "C", "H", "C", "C", "C", "C", "C", "C", "C", "C", "C", "H", "H", "H", "H", "H", "H", "H", "H", "H", "H", "H", "H", "H", "H", "H", "H", "H", "H", "H", "H", "H", "H", "H", "H", "H", "H", "H", "H", "H", "C", "C", "C", "C", "C", "C", "S", "H", "H", "H", "H", "H", "H", "O", "H", "H"], "positions_angstrom": [[0.454, -0.539, 0.077], [2.395, 1.114, 1.415], [-1.227, -0.129, 2.241], [-1.155, 1.690, -0.874], [1.124, -2.108, -3.384], [0.382, -1.304, -3.301], [1.158, -0.079, -2.887], [0.491, 0.719, -2.543], [3.653, 0.155, 2.351], [1.834, 2.255, 2.750], [3.480, 2.230, 0.458], [-2.773, -1.099, 2.002], [-0.575, -0.914, 3.779], [-1.842, 1.447, 2.961], [-1.209, 2.341, -2.609], [-0.796, 3.247, 0.004], [-2.967, 1.451, -0.658], [0.019, -1.149, -4.346], [1.967, -0.354, -2.177], [4.009, -0.682, 1.734], [3.235, -0.239, 3.288], [4.509, 0.805, 2.585], [1.350, 1.694, 3.563], [1.125, 2.991, 2.342], [2.706, 2.790, 3.155], [3.787, 1.721, -0.463], [4.379, 2.485, 1.035], [2.948, 3.153, 0.195], [-3.481, -0.884, 2.818], [-2.533, -2.173, 1.997], [-3.241, -0.848, 1.039], [-1.159, -0.582, 4.654], [0.479, -0.632, 3.932], [-0.640, -2.010, 3.703], [-2.388, 1.222, 3.892], [-2.509, 1.980, 2.273], [-0.999, 2.110, 3.202], [-1.913, 3.183, -2.598], [-1.593, 1.572, -3.298], [-0.236, 2.707, -2.966], [-1.303, 4.068, -0.516], [0.284, 3.428, -0.012], [-1.128, 3.209, 1.043], [-3.480, 2.149, -1.332], [-3.290, 1.642, 0.372], [-3.245, 0.426, -0.947], [-0.263, -2.355, -1.128], [-0.809, -1.845, -2.457], [-1.374, -3.002, -3.276], [-0.955, -4.296, -3.081], [-0.099, -4.625, -2.027], [0.210, -3.641, -1.062], [1.995, 0.569, -4.568], [0.904, 1.070, -5.110], [-1.616, -1.075, -2.401], [-2.037, -2.719, -4.103], [-1.237, -5.067, -3.795], [0.280, -5.642, -1.914], [0.891, -3.985, -0.272], [1.244, -2.226, 1.551], [2.093, -2.405, 2.001], [0.687, -3.016, 1.694]], "forces_ev_per_a": [[0.283, 1.135, 0.269], [1.220, 0.897, 1.117], [-1.174, -0.185, 1.697], [-0.862, 0.886, -0.462], [-0.278, -0.079, -0.128], [0.399, -0.798, -1.700], [0.081, 0.743, -1.624], [0.534, -0.076, 0.071], [-0.067, -0.404, -0.153], [-0.392, -0.074, -0.110], [-0.067, -0.101, -0.522], [-0.006, 0.004, -0.298], [0.350, -0.021, -0.010], [0.118, 0.325, -0.221], [0.188, -0.261, -0.038], [0.165, 0.021, 0.111], [0.015, -0.156, -0.034], [0.068, -0.069, 0.896], [-0.011, 0.482, -0.370], [0.125, 0.160, 0.221], [0.107, 0.092, -0.234], [-0.295, -0.240, -0.012], [0.158, 0.216, -0.228], [0.218, -0.164, 0.201], [-0.240, -0.205, -0.153], [0.083, 0.259, 0.098], [-0.322, -0.051, -0.090], [0.123, -0.197, -0.008], [0.254, -0.132, -0.277], [-0.133, 0.305, 0.034], [0.024, -0.082, 0.365], [0.188, -0.174, -0.405], [-0.347, -0.124, 0.062], [0.041, 0.349, 0.072], [0.169, 0.014, -0.397], [0.140, -0.173, 0.257], [-0.252, -0.197, -0.013], [0.183, -0.225, -0.057], [0.144, 0.256, 0.156], [-0.228, -0.138, 0.119], [0.092, -0.093, 0.206], [-0.160, 0.101, -0.037], [0.039, 0.045, -0.129], [0.020, -0.169, 0.289], [0.039, -0.122, -0.299], [-0.043, 0.320, 0.106], [0.856, 0.184, -1.056], [-1.798, -2.342, 0.606], [0.678, 0.748, 0.034], [-0.428, 0.022, -0.854], [-0.281, 0.490, -0.031], [0.186, -0.394, 0.229], [0.512, -0.779, 2.316], [-0.777, 0.200, -0.011], [0.615, -0.254, 0.227], [0.305, -0.370, 0.162], [-0.164, 0.112, 0.200], [-0.017, 0.232, -0.155], [-0.524, 0.272, -0.056], [0.206, -0.458, 0.171], [-0.402, 0.151, -0.132], [0.339, 0.286, 0.012]]}

***

[2]
{"formula": "C25H55GaN3O2", "method": "wB97M-V/def2-TZVPD", "e_homo_ev": [-4.3738, -4.3744], "total_charge": -1, "fmax_ha_per_bohr": 0.007, "spin_multiplicity": 3, "energy_ha": -3224.9610, "symbols": ["C", "C", "C", "C", "C", "Ga", "C", "C", "N", "H", "H", "H", "H", "H", "H", "H", "H", "H", "H", "H", "H", "H", "H", "H", "H", "H", "H", "H", "C", "C", "C", "C", "C", "C", "N", "O", "C", "C", "C", "H", "H", "H", "H", "H", "H", "H", "H", "H", "H", "H", "H", "H", "H", "H", "H", "H", "H", "C", "C", "C", "C", "C", "C", "N", "O", "C", "C", "C", "H", "H", "H", "H", "H", "H", "H", "H", "H", "H", "H", "H", "H", "H", "H", "H", "H", "H"], "positions_angstrom": [[-0.507, 3.717, 2.124], [-0.339, 2.663, 1.036], [-0.482, 1.234, 1.564], [-1.901, 0.719, 1.902], [-1.897, 0.007, 3.257], [-3.565, 1.925, 1.830], [-5.105, 0.695, 1.265], [-6.327, 0.801, 2.168], [-7.002, 2.089, 1.923], [-1.542, 3.770, 2.467], [0.123, 3.480, 2.988], [-0.226, 4.714, 1.771], [-1.095, 2.832, 0.262], [0.644, 2.766, 0.565], [0.152, 1.163, 2.460], [-0.012, 0.557, 0.835], [-2.138, -0.050, 1.157], [-2.784, -0.626, 3.385], [-1.011, -0.639, 3.388], [-1.906, 0.713, 4.093], [-3.449, 3.202, 0.838], [-3.893, 2.426, 3.350], [-4.732, -0.339, 1.265], [-5.426, 0.913, 0.239], [-5.994, 0.717, 3.215], [-7.065, 0.005, 2.001], [-7.679, 2.276, 2.657], [-6.296, 2.818, 2.000], [4.421, 4.747, -2.882], [4.562, 4.003, -1.555], [5.931, 3.317, -1.428], [6.076, 2.096, -2.329], [4.966, 1.085, -2.063], [3.558, 1.679, -2.219], [3.515, 2.936, -1.388], [3.109, 2.767, -0.197], [3.212, 1.943, -3.686], [2.511, 0.724, -1.653], [4.369, 5.015, -0.431], [4.682, 4.154, -3.751], [3.401, 5.114, -3.004], [5.092, 5.608, -2.858], [6.053, 3.009, -0.385], [6.710, 4.056, -1.644], [6.084, 2.395, -3.381], [7.043, 1.624, -2.141], [5.054, 0.224, -2.732], [5.057, 0.713, -1.039], [2.372, 2.633, -3.767], [2.915, 0.995, -4.137], [4.042, 2.331, -4.270], [2.723, 0.461, -0.620], [2.505, -0.182, -2.262], [1.519, 1.176, -1.683], [3.360, 5.427, -0.455], [5.086, 5.827, -0.570], [4.520, 4.561, 0.544], [-2.243, -4.817, 2.038], [-1.173, -3.990, 1.326], [-1.745, -2.671, 0.790], [-2.640, -2.844, -0.428], [-1.908, -3.580, -1.542], [-1.362, -4.948, -1.101], [-0.568, -4.733, 0.161], [0.682, -4.568, -0.010], [-2.489, -5.965, -0.906], [-0.408, -5.500, -2.155], [-0.059, -3.706, 2.328], [-3.155, -4.944, 1.466], [-1.855, -5.802, 2.304], [-2.508, -4.291, 2.956], [-0.910, -2.014, 0.530], [-2.288, -2.170, 1.595], [-3.565, -3.364, -0.160], [-2.944, -1.856, -0.780], [-2.560, -3.732, -2.408], [-1.060, -2.974, -1.874], [-2.149, -6.813, -0.310], [-2.784, -6.335, -1.889], [-3.375, -5.545, -0.441], [0.395, -4.801, -2.368], [-0.978, -5.688, -3.068], [0.037, -6.438, -1.819], [0.413, -4.634, 2.655], [-0.499, -3.203, 3.191], [0.705, -3.064, 1.900]], "forces_ev_per_a": [[-0.003, 0.027, 0.064], [-0.112, -0.060, -0.112], [0.051, 0.048, 0.090], [0.064, 0.038, 0.005], [0.006, -0.142, 0.041], [-0.015, 0.039, -0.008], [-0.101, -0.058, -0.067], [0.107, 0.083, 0.109], [-0.001, 0.009, 0.075], [0.025, -0.048, 0.021], [0.006, 0.023, -0.032], [-0.023, -0.030, -0.032], [0.065, 0.020, -0.011], [0.016, 0.050, 0.045], [-0.023, -0.024, -0.011], [-0.011, -0.003, 0.009], [-0.050, 0.113, -0.065], [-0.010, 0.056, 0.004], [-0.052, -0.035, -0.021], [0.046, 0.039, -0.049], [0.000, -0.036, -0.002], [0.001, 0.038, -0.017], [-0.009, 0.003, 0.059], [0.049, -0.052, -0.009], [-0.055, -0.059, -0.013], [-0.003, 0.021, -0.082], [0.050, -0.018, -0.015], [-0.040, -0.018, -0.032], [-0.043, 0.018, 0.022], [-0.092, -0.193, 0.088], [-0.021, 0.129, -0.017], [0.059, -0.019, -0.020], [-0.096, -0.057, -0.066], [0.011, 0.144, 0.178], [0.144, -0.064, -0.306], [-0.109, 0.078, 0.307], [-0.027, 0.014, 0.010], [0.041, 0.003, -0.039], [0.050, -0.007, -0.041], [0.021, -0.056, -0.053], [0.005, -0.008, -0.008], [-0.019, 0.005, -0.035], [-0.006, -0.009, 0.003], [0.020, -0.034, 0.020], [-0.022, 0.005, 0.002], [0.010, 0.005, -0.032], [0.032, 0.001, 0.025], [0.002, 0.001, 0.005], [-0.004, -0.008, 0.000], [0.003, 0.027, -0.036], [0.043, 0.042, -0.017], [-0.009, -0.013, -0.002], [0.001, -0.002, 0.021], [-0.004, -0.013, -0.002], [0.007, 0.010, 0.002], [-0.002, -0.012, 0.019], [0.002, 0.013, 0.006], [0.056, -0.037, 0.022], [0.102, -0.005, -0.207], [-0.007, 0.002, 0.116], [-0.038, 0.050, -0.007], [-0.014, -0.108, -0.059], [0.150, 0.128, 0.133], [-0.342, 0.028, 0.005], [0.297, -0.076, 0.028], [0.025, -0.021, 0.013], [-0.062, 0.020, -0.004], [-0.066, 0.028, -0.005], [-0.061, 0.001, -0.066], [-0.009, 0.001, -0.007], [-0.024, -0.035, 0.003], [0.017, -0.022, -0.001], [0.028, -0.016, -0.010], [0.008, -0.013, 0.006], [-0.040, -0.008, 0.009], [0.011, 0.032, 0.002], [0.005, 0.005, 0.003], [0.003, -0.002, -0.006], [-0.035, -0.017, 0.026], [-0.034, 0.026, 0.052], [0.006, -0.009, -0.013], [0.018, 0.016, -0.001], [-0.002, -0.001, -0.014], [-0.001, 0.007, 0.014], [0.018, 0.006, -0.017], [0.013, 0.000, 0.005]]}

***

[3]
{"formula": "C4H11S", "method": "wB97M-V/def2-TZVPD", "e_homo_ev": -2.0972, "total_charge": -1, "fmax_ha_per_bohr": 0.016, "e_above_lowest_ev": 0.7400, "energy_ha": -557.1956, "symbols": ["C", "C", "H", "H", "H", "H", "H", "H", "C", "C", "S", "H", "H", "H", "H", "H"], "positions_angstrom": [[-0.550, -3.066, 1.280], [0.740, -2.279, 1.551], [-1.065, -2.714, 0.388], [-0.365, -4.142, 1.274], [-1.241, -2.911, 2.111], [1.251, -2.043, 0.616], [1.464, -2.900, 2.083], [0.560, -1.390, 2.155], [0.233, 3.401, -1.488], [-0.417, 2.039, -1.247], [-0.524, 0.977, -2.718], [0.691, 3.820, -0.579], [1.008, 3.340, -2.249], [-0.494, 4.140, -1.846], [0.139, 1.522, -0.466], [-1.429, 2.206, -0.865]], "forces_ev_per_a": [[-0.033, 0.302, 0.743], [0.249, -0.609, -0.245], [0.130, -0.215, -0.118], [-0.018, 0.054, -0.464], [-0.100, 0.000, 0.035], [-0.187, 0.397, 0.045], [-0.105, -0.007, 0.280], [0.061, 0.108, -0.301], [0.001, 0.423, 0.040], [-0.106, 0.018, -0.110], [-0.003, -0.025, -0.126], [-0.100, -0.063, 0.005], [0.106, -0.154, -0.045], [0.012, -0.140, -0.044], [0.080, -0.086, 0.140], [0.014, -0.004, 0.166]]}

***

[4]
{"formula": "C5H8N", "method": "wB97M-V/def2-TZVPD", "e_homo_ev": -14.7444, "total_charge": 1, "fmax_ha_per_bohr": 0.064, "e_above_lowest_ev": 5.5442, "energy_ha": -249.6214, "symbols": ["C", "C", "C", "C", "C", "N", "H", "H", "H", "H", "H", "H", "H", "H"], "positions_angstrom": [[-0.830, 0.693, 0.448], [-1.192, 1.532, 1.385], [-1.697, 2.434, 2.128], [-0.313, 0.052, -0.500], [1.673, -0.982, -1.339], [0.334, -0.448, -1.502], [-1.564, 3.536, 1.952], [-2.348, 2.166, 3.052], [0.490, -2.688, 0.282], [2.301, -0.119, -0.940], [1.611, -1.902, -0.560], [1.957, -1.446, -2.317], [-0.215, -2.214, 0.260], [-0.208, -0.613, -2.350]], "forces_ev_per_a": [[0.445, 0.103, 0.512], [0.250, -1.087, -1.955], [-1.603, 1.377, 2.491], [0.389, 0.454, -0.581], [0.931, -1.571, 1.074], [-1.802, 0.303, 1.225], [0.083, -1.249, 0.060], [1.204, 0.332, -1.666], [-2.656, 1.363, 0.193], [-0.374, -1.548, -0.763], [0.512, 2.495, -1.841], [0.206, 0.874, 0.914], [2.136, -1.811, 0.274], [0.281, -0.036, 0.063]]}

***

[5]
{"formula": "C3H8S2", "method": "wB97M-V/def2-TZVPD", "e_homo_ev": -8.7941, "fmax_ha_per_bohr": 0.041, "e_above_lowest_ev": 3.9741, "energy_ha": -915.3309, "symbols": ["C", "C", "S", "S", "C", "H", "H", "H", "H", "H", "H", "H", "H"], "positions_angstrom": [[-0.996, 0.404, -1.252], [0.325, -0.345, -1.242], [1.688, 0.727, -0.960], [-1.023, -0.743, 1.430], [0.533, -0.096, 1.988], [-1.097, 1.081, -2.113], [-1.872, -0.245, -1.211], [-1.001, 1.019, -0.362], [0.493, -0.868, -2.200], [0.338, -1.072, -0.384], [1.209, 0.120, 1.118], [1.007, -0.819, 2.643], [0.398, 0.837, 2.544]], "forces_ev_per_a": [[-0.227, 0.603, -0.337], [-0.076, 1.045, -0.991], [-0.223, -0.608, 0.833], [1.485, -0.125, 0.114], [-1.716, -0.407, 1.117], [0.205, -0.282, 0.085], [0.097, -0.126, -0.116], [-0.254, 0.303, 0.001], [0.036, -0.436, 0.694], [-0.372, -0.349, 0.195], [0.488, 0.445, -0.941], [0.426, -0.139, -0.201], [0.130, 0.077, -0.453]]}

***

[6]
{"formula": "C6H16NO", "method": "wB97M-V/def2-TZVPD", "e_homo_ev": -13.9166, "total_charge": 1, "fmax_ha_per_bohr": 0.010, "e_above_lowest_ev": 0.4912, "energy_ha": -367.9644, "symbols": ["C", "C", "N", "C", "H", "H", "H", "H", "H", "H", "H", "H", "H", "H", "O", "C", "C", "C", "H", "H", "H", "H", "H", "H"], "positions_angstrom": [[-0.915, -1.173, 1.746], [-1.217, 0.305, 1.717], [-1.729, 0.710, 0.364], [-2.161, 2.134, 0.287], [-0.147, -1.444, 1.014], [-0.554, -1.449, 2.737], [-1.814, -1.751, 1.551], [-1.971, 0.585, 2.444], [-0.335, 0.919, 1.893], [-2.516, 0.118, 0.106], [-0.967, 0.590, -0.325], [-2.972, 2.296, 0.990], [-2.502, 2.330, -0.722], [-1.311, 2.763, 0.534], [0.163, 0.651, -1.675], [0.980, -0.169, -2.045], [2.399, -0.201, -1.626], [2.746, -1.457, -0.806], [0.665, -0.954, -2.752], [2.652, 0.702, -1.069], [2.987, -0.201, -2.556], [2.468, -1.314, 0.233], [3.817, -1.640, -0.861], [2.235, -2.350, -1.179]], "forces_ev_per_a": [[0.187, 0.020, 0.045], [0.062, 0.100, -0.208], [0.116, 0.364, 0.293], [-0.029, -0.079, 0.072], [-0.095, 0.019, 0.095], [0.010, -0.009, -0.069], [-0.096, -0.157, -0.038], [-0.138, 0.016, 0.091], [0.048, -0.015, 0.037], [0.100, -0.161, -0.116], [-0.204, -0.164, -0.208], [-0.011, 0.028, 0.061], [0.022, 0.100, -0.120], [-0.009, 0.035, -0.029], [-0.146, -0.072, 0.308], [-0.055, 0.031, -0.073], [0.498, 0.051, -0.118], [-0.081, -0.015, -0.339], [-0.009, -0.091, -0.031], [-0.081, 0.011, -0.072], [-0.074, -0.032, 0.150], [-0.025, -0.039, 0.180], [-0.062, -0.020, 0.109], [0.075, 0.079, -0.019]]}

***

[7]
{"formula": "C4H3NO2", "method": "wB97M-V/def2-TZVPD", "e_homo_ev": -9.6079, "fmax_ha_per_bohr": 0.012, "e_above_lowest_ev": 3.5581, "energy_ha": -359.3396, "symbols": ["O", "C", "C", "N", "C", "C", "O", "H", "H", "H"], "positions_angstrom": [[-1.269, -2.499, 0.633], [-1.164, -1.344, 0.956], [-0.273, -0.383, 0.241], [-0.378, 0.871, 0.217], [0.732, 1.290, -0.638], [1.495, 0.065, -1.067], [0.807, -0.915, -0.501], [-1.717, -0.895, 1.798], [1.389, 1.990, -0.109], [0.380, 1.821, -1.530]], "forces_ev_per_a": [[0.118, 0.576, 0.176], [-0.135, -0.466, -0.044], [-0.038, 0.325, 0.013], [0.077, -0.510, 0.024], [0.224, 0.110, -0.113], [-0.329, -0.009, 0.195], [0.166, 0.066, -0.154], [-0.032, -0.028, -0.117], [-0.026, -0.045, -0.046], [-0.026, -0.019, 0.066]]}

***

[8]
{"formula": "C3H5N3OS", "method": "wB97M-V/def2-TZVPD", "e_homo_ev": -8.5183, "fmax_ha_per_bohr": 0.058, "e_above_lowest_ev": 0.5415, "smiles": "NC(=S)/N=C/NC=O", "energy_ha": -755.0192, "symbols": ["N", "C", "S", "N", "C", "N", "C", "O", "H", "H", "H", "H", "H"], "positions_angstrom": [[-0.752, -0.591, 2.480], [0.255, -0.570, 1.597], [1.838, -0.725, 2.114], [-0.211, -0.340, 0.315], [0.781, 0.014, -0.483], [0.489, 0.487, -1.729], [-0.748, 0.650, -2.293], [-0.908, 0.948, -3.435], [-1.708, -0.439, 2.140], [-0.618, -0.498, 3.532], [1.860, -0.023, -0.223], [1.260, 0.695, -2.393], [-1.538, 0.392, -1.623]], "forces_ev_per_a": [[-1.191, 0.342, 1.877], [0.404, 0.038, 1.522], [-0.117, -0.127, 0.057], [2.346, 0.795, -1.646], [-1.876, -0.299, 0.340], [2.091, 0.202, -0.823], [-0.390, -0.708, 0.199], [0.084, 0.524, -0.915], [0.785, -0.083, 0.115], [0.170, -0.429, -2.366], [-0.819, 0.001, 0.071], [-0.665, -0.246, 0.896], [-0.821, -0.009, 0.674]]}